C5H10O3 as an isolated structure at a distorted geometry, computed with ωB97M-V/def2-TZVPD.

Geometry as XYZ:
```
18
Properties=species:S:1:pos:R:3:forces:R:3
O -1.472939 -1.315917 -1.039094 -0.5 -1.5 -0.2
C -1.610058 -0.274463 -0.481042 4.7 1.3 0.4
O -2.441538 0.015666 0.565969 -1.2 -0.7 -3.5
C -0.674372 0.870920 -0.818853 -0.2 0.9 0.8
C 0.113836 1.280968 0.434090 1.7 -1.8 -0.6
C 0.681428 0.011519 1.108187 1.1 -0.2 1.4
C 1.298343 -1.090137 0.236728 -1.7 1.0 -0.2
O 1.896189 -0.537625 -0.873153 -0.7 -0.8 -0.4
H -2.936134 -0.025383 -0.375278 -3.0 0.7 3.1
H -0.008850 0.527761 -1.615152 0.0 0.2 -0.1
H -1.171357 1.786557 -1.149567 -0.2 -0.2 -0.3
H -0.399838 1.781827 1.248694 -0.3 0.4 -0.4
H 0.994201 1.821277 0.083750 -0.4 0.7 0.2
H 1.466055 0.254418 1.837674 -0.4 0.5 0.2
H -0.108474 -0.460887 1.707974 0.2 -0.4 -0.1
H 2.130007 -1.669901 0.718522 0.1 0.1 0.5
H 0.518280 -1.847634 0.051748 0.5 -0.4 -0.8
H 1.725215 -1.128963 -1.641197 0.4 0.1 -0.1
```
Forces are in eV/Å.

Results
lowest unoccupied orbital energy (spin up / spin down) = -3.66 / -10.08 eV
charge = +1
2S+1 = 2
HOMO-LUMO gap (spin up / spin down) = 11.3 / 4.9 eV
energy = -11477.3008 eV
M = 118.132 g/mol
<S²> = 0.754
ΔE to the lowest compared entry with this formula, charge and spin = 275.6 kJ/mol

Here are the Mulliken charges for atoms 1 to 5, given in e: atom 1 (O): -0.4826, atom 2 (C): 0.4879, atom 3 (O): -0.4101, atom 4 (C): -0.4811, atom 5 (C): -0.6593

A 10-piece molecular cluster, C42H51Cl2F9O32 overall, computed with ωB97M-V/def2-TZVPD.

Geometry as XYZ:
```
136
Properties=species:S:1:pos:R:3:forces:R:3
C 2.067266 -5.757638 0.591367 0.1 0.1 0.0
C 2.795218 -5.473605 -0.739663 -0.2 -0.6 0.0
C 1.843645 -5.424258 -1.949415 0.3 0.3 -0.2
C 1.426975 -4.026282 -2.466915 -0.4 -0.1 0.1
C 1.620871 -2.869778 -1.479871 0.1 -0.1 -0.2
C 0.657923 -1.706584 -1.746498 -0.5 -0.4 0.1
O -0.606122 -2.143161 -1.272346 0.1 0.4 -0.2
O 0.918041 -0.545758 -0.929019 0.4 -0.3 0.2
C 2.006703 0.250341 -1.219942 -0.2 0.8 -0.6
O 1.873864 1.184544 -1.961414 0.0 -0.3 0.3
C 3.272944 -0.055638 -0.481467 0.3 0.4 0.3
C 4.325336 1.041841 -0.656214 0.1 -0.4 0.0
C 5.705425 0.559332 -0.258746 0.4 0.5 -0.3
O 5.712180 0.183846 1.130349 -0.4 -0.2 0.1
C 5.756763 -1.137939 1.422993 0.5 -0.4 -0.4
C 4.853769 -1.481843 2.561595 0.1 0.4 0.1
O 6.424362 -1.926255 0.791456 -0.5 0.4 0.2
C 0.505061 -1.281644 -3.207274 0.5 0.0 -0.4
Cl -1.118715 -0.922342 -3.704299 -0.2 0.0 -0.1
C 1.452648 -1.092649 -4.137246 -0.4 0.0 0.3
C 1.218940 -0.612422 -5.540705 0.3 0.0 0.2
Cl 3.129288 -1.374096 -3.775755 0.0 0.0 0.0
H 2.276138 -5.012052 1.358179 0.0 0.0 0.0
H 0.985075 -5.793751 0.452062 0.0 0.1 0.0
H 2.367996 -6.731807 0.982121 0.0 0.1 0.1
H 3.414259 -4.577810 -0.675804 0.0 0.1 0.0
H 3.483939 -6.301801 -0.918696 0.0 0.2 0.0
H 2.325303 -5.935776 -2.785824 -0.1 0.0 0.1
H 0.944223 -5.990626 -1.698927 0.1 -0.1 0.0
H 1.957010 -3.819189 -3.396284 0.0 0.1 0.1
H 0.364061 -4.078794 -2.726452 0.1 0.1 -0.1
H 2.662409 -2.563753 -1.504461 -0.1 0.1 0.1
H 1.365441 -3.206140 -0.473471 0.2 0.1 0.1
H -0.671504 -1.835550 -0.357765 0.1 -0.1 0.1
H 3.686305 -1.010703 -0.811868 -0.2 -0.1 0.0
H 3.023220 -0.159280 0.578337 -0.1 -0.2 0.0
H 4.059446 1.921698 -0.068128 0.0 0.0 -0.1
H 4.389660 1.334372 -1.705455 -0.1 0.1 0.0
H 6.042661 -0.258071 -0.897875 0.0 -0.2 0.2
H 6.413214 1.381846 -0.375828 0.0 -0.1 0.1
H 4.820921 -0.644533 3.259409 0.0 -0.1 0.1
H 5.145659 -2.405167 3.051714 0.0 0.0 -0.1
H 3.853068 -1.585976 2.132047 0.0 -0.2 0.2
H 2.159505 -0.240413 -5.943752 -0.1 0.0 -0.1
H 0.497824 0.200462 -5.558526 -0.1 -0.1 -0.1
H 0.877221 -1.439235 -6.168157 -0.1 0.1 0.0
C -0.137970 0.038827 3.309491 0.1 0.1 -0.1
C -1.233852 -0.926940 2.904895 0.0 0.1 -0.1
O -0.533915 -1.834498 2.061046 -0.1 -0.2 0.2
C 0.776161 -1.833507 2.426928 0.0 0.2 -0.3
O 1.570995 -2.626094 2.043425 0.2 0.0 0.0
O 1.032630 -0.802571 3.249871 -0.1 0.1 0.0
F -2.217458 -0.353865 2.172663 0.1 0.0 -0.1
H -0.042025 0.838463 2.574108 -0.1 0.0 0.0
H -0.257921 0.458444 4.298002 0.1 -0.1 0.1
H -1.682939 -1.478927 3.730442 -0.1 0.0 0.0
C -3.361031 -3.684860 -1.623682 0.1 -0.1 -0.1
C -4.247434 -2.540808 -2.063568 0.0 -0.1 -0.1
O -5.406141 -2.728092 -1.269615 0.0 0.3 0.0
C -5.028416 -3.366149 -0.130065 0.1 0.1 -0.1
O -5.706792 -3.431076 0.841773 0.0 -0.1 0.1
O -3.782704 -3.857829 -0.257584 0.0 -0.1 -0.1
F -4.589836 -2.598265 -3.369295 0.0 -0.1 0.0
H -3.578104 -4.588688 -2.194286 -0.1 0.0 0.0
H -2.300622 -3.454948 -1.669127 0.0 0.0 0.2
H -3.824663 -1.556127 -1.852558 0.0 0.0 -0.1
C -1.467212 3.838320 -6.326249 0.1 0.0 0.1
C -2.613610 2.990088 -6.830140 -0.1 0.1 -0.3
O -1.989075 2.210851 -7.842312 0.1 -0.2 0.2
C -0.675682 2.085827 -7.517853 0.0 0.1 0.0
O 0.075609 1.305388 -7.996030 0.0 0.0 -0.1
O -0.347179 2.971915 -6.544755 0.0 0.1 0.0
F -3.592819 3.731774 -7.390964 0.1 0.0 -0.1
H -1.356882 4.742823 -6.925246 -0.1 0.0 0.0
H -1.547529 4.103649 -5.275488 0.1 -0.1 0.0
H -3.042679 2.326587 -6.081943 -0.2 0.0 -0.1
C -3.473641 4.486664 3.283112 -0.1 0.1 0.0
C -2.761100 3.844402 2.113965 -0.1 0.1 0.0
O -1.982289 2.839586 2.756922 -0.1 -0.1 0.0
C -2.626625 2.488465 3.898156 0.0 0.0 -0.2
O -2.391685 1.505101 4.523006 0.1 0.0 0.2
O -3.577621 3.385869 4.201336 0.0 0.2 0.0
F -1.942403 4.708044 1.473822 0.1 -0.1 0.1
H -2.872612 5.280160 3.727780 0.1 0.0 0.0
H -4.459428 4.864157 3.028911 -0.1 -0.2 0.1
H -3.422334 3.368170 1.390356 0.1 0.1 0.1
C 7.100429 3.517429 1.984631 0.1 -0.2 0.0
C 6.261190 4.311296 2.962790 0.0 0.1 -0.1
O 5.729801 5.337193 2.146441 -0.2 -0.1 0.1
C 5.675093 4.875107 0.864336 0.1 0.0 0.0
O 5.069534 5.379778 -0.014498 0.0 0.1 -0.1
O 6.404034 3.735991 0.754583 0.0 0.0 0.0
F 7.001833 4.861307 3.953571 0.0 0.1 -0.1
H 8.107624 3.929975 1.912890 0.0 0.1 0.1
H 7.148936 2.454764 2.207749 -0.1 0.0 -0.1
H 5.438314 3.752134 3.411730 0.0 0.0 0.1
C -3.079340 1.717614 -2.647253 0.0 -0.1 0.0
C -3.789094 2.645774 -1.682183 0.0 0.1 -0.2
O -4.236268 3.682839 -2.539033 -0.2 -0.2 0.1
C -4.397052 3.161289 -3.785031 0.0 0.1 0.0
O -4.965865 3.693729 -4.674957 0.1 0.0 0.0
O -3.809732 1.938475 -3.862869 0.1 0.1 0.2
F -2.951283 3.163064 -0.751672 0.1 0.0 -0.2
H -2.036785 2.005933 -2.786998 0.0 0.1 0.1
H -3.125521 0.671948 -2.361883 -0.1 0.0 -0.1
H -4.649086 2.208425 -1.171314 0.0 0.0 0.1
C -7.174706 -0.599919 1.766029 0.0 -0.1 -0.1
C -6.836997 -0.280543 3.207499 0.1 0.0 0.0
O -5.966108 0.836797 3.072148 -0.2 0.1 0.1
C -6.269699 1.465351 1.908448 0.0 -0.2 0.1
O -5.887670 2.552782 1.614712 0.3 0.1 -0.1
O -7.064555 0.695956 1.148210 0.0 0.0 0.0
F -6.182552 -1.282867 3.829705 0.1 0.0 -0.1
H -6.446349 -1.278543 1.325297 0.0 -0.1 0.1
H -8.172914 -1.001694 1.623747 -0.1 0.2 0.0
H -7.689673 0.015451 3.820918 0.0 -0.1 0.1
C -5.786153 4.267489 6.749828 0.0 -0.2 0.0
C -5.215804 5.654555 6.951885 -0.1 0.0 -0.1
O -6.188865 6.474671 6.338311 0.0 0.0 0.2
C -7.389255 5.822583 6.392550 0.1 -0.1 -0.1
O -8.437911 6.321429 6.179975 -0.1 0.0 -0.1
O -7.193545 4.526283 6.733235 0.0 0.0 0.0
F -4.026459 5.821944 6.317923 0.0 0.0 -0.1
H -5.477061 3.857422 5.787647 0.1 0.0 0.0
H -5.534734 3.567643 7.541384 -0.1 0.0 0.1
H -5.099774 5.955668 7.994120 0.1 0.0 0.0
C 7.428397 -4.606146 -0.387132 0.0 0.0 0.0
C 7.327011 -6.112434 -0.284314 -0.1 0.0 0.0
O 6.139356 -6.386820 -1.005500 0.2 -0.1 -0.2
C 5.956610 -5.387522 -1.915946 0.0 0.1 0.1
O 5.189968 -5.429133 -2.817000 -0.1 0.0 -0.1
O 6.782800 -4.354914 -1.643208 0.0 0.0 0.0
F 7.180163 -6.536743 0.995059 -0.1 0.0 0.0
H 6.871302 -4.113957 0.407042 0.0 -0.1 0.1
H 8.448149 -4.233048 -0.402420 0.0 0.0 -0.2
H 8.153657 -6.662098 -0.737997 0.0 -0.1 0.1
```
Forces are in eV/Å.

Results
lowest unoccupied orbital energy = 0.02 eV
SMILES string = CCCCC[C@@](O)(OC(=O)CCCOC(C)=O)/C(Cl)=C(/C)Cl.O=C1OC[C@@H](F)O1.O=C1OC[C@@H](F)O1.O=C1OC[C@@H](F)O1.O=C1OC[C@@H](F)O1.O=C1OC[C@@H](F)O1.O=C1OC[C@@H](F)O1.O=C1OC[C@@H](F)O1.O=C1OC[C@@H](F)O1.O=C1OC[C@@H](F)O1
2S+1 = 1
HOMO-LUMO gap = 9.5 eV
energy = -159405.3388 eV
M = 1309.726 g/mol

Here are the Mulliken charges for atoms 1 to 5, given in e: atom 1 (C): -1.2671, atom 2 (C): 0.3836, atom 3 (C): -1.2422, atom 4 (C): -0.6184, atom 5 (C): 0.0766

The lowest 2S+1 belongs to which entry? C42H51Cl2F9O32

What is the M in the second record? 1309.726 g/mol

Number 2 is which compound? C42H51Cl2F9O32

Which value of M does entry 2 give? 1309.726 g/mol